1.
16
Properties=species:S:1:pos:R:3 method="wB97M-V/def2-TZVPD" de_lowest_kj_mol=282.2 e_tot_ha=-325.83007 multiplicity=1 smiles=C[C@@]1(O)CN2C[C@H]21
C 1.1947 -1.0751 0.1450
C 0.5896 0.3228 0.0710
O 1.5186 1.3373 0.3912
C -0.3357 0.6930 -1.1252
N -1.5335 0.8756 -0.2310
C -1.6866 -0.4355 0.4162
C -0.6572 0.4869 0.9126
H 0.4247 -1.8506 0.0936
H 1.6988 -1.1957 1.1091
H 1.8953 -1.2771 -0.6697
H 2.0992 1.4703 -0.3675
H -0.4776 -0.0696 -1.8988
H -0.0522 1.6404 -1.6016
H -1.4151 -1.3091 -0.1732
H -2.5427 -0.6065 1.0558
H -0.7202 0.9931 1.8724



2.
16
Properties=species:S:1:pos:R:3 method="wB97M-V/def2-TZVPD" de_lowest_kj_mol=316.7 e_tot_ha=-325.81693 multiplicity=1
C -1.3793 -1.3895 -0.0228
C -0.6894 -0.1535 -0.6400
C -0.7756 1.4112 -0.3304
C 0.7421 1.4320 0.0350
C 0.7072 -0.0637 -0.0916
N 1.3261 -1.0463 0.4090
O 2.4572 -0.6666 1.1140
H -2.3023 -1.7022 -0.5162
H -1.5404 -1.3184 1.0586
H -0.6595 -2.2124 -0.1429
H -0.7398 -0.2587 -1.7304
H -0.9948 2.0097 -1.2222
H -1.4237 1.7616 0.4772
H 1.0145 1.7889 1.0331
H 1.3889 1.9324 -0.6950
H 2.8688 -1.5248 1.2645



3.
16
Properties=species:S:1:pos:R:3 method="wB97M-V/def2-TZVPD" de_lowest_kj_mol=242.1 e_tot_ha=-325.84534 multiplicity=1 smiles="CC(C)=C=O.C=N"
C 1.4660 0.4391 0.0740
C 0.6508 -0.8011 0.3372
C 1.2764 -1.9113 1.1508
C -2.4374 1.6454 -0.7779
N -1.2673 1.6316 -1.2676
C -0.5279 -1.0483 -0.1939
O -1.5861 -1.3710 -0.5903
H 2.3734 0.1905 -0.4914
H 1.8058 0.8970 1.0126
H 0.9033 1.1846 -0.4885
H 1.6067 -1.5469 2.1323
H 2.1553 -2.3099 0.6287
H 0.5773 -2.7345 1.3187
H -2.7770 0.7920 -0.1892
H -3.1742 2.4486 -0.8810
H -1.0451 2.4943 -1.7743



4.
16
Properties=species:S:1:pos:R:3 method="wB97M-V/def2-TZVPD" de_lowest_kj_mol=415.9 e_tot_ha=-325.77914 multiplicity=1
C 0.2079 1.9642 0.8872
C 0.0989 -1.1404 -1.0848
C -0.2002 -2.0396 0.1046
C 1.6010 0.4339 0.8468
C -0.7195 1.7444 -0.0567
N -1.7566 2.0285 -0.6374
O 2.4435 0.5115 1.6274
H -2.1175 1.4247 -1.3658
H -0.0574 1.8022 1.9205
H 0.9464 2.7311 0.7121
H -0.5717 -1.3577 -1.9152
H 1.1161 -1.2843 -1.4408
H -0.1554 -0.0377 -0.8236
H 0.4841 -1.8126 0.9243
H -0.1038 -3.0895 -0.1647
H -1.2158 -1.8789 0.4661



5.
16
Properties=species:S:1:pos:R:3 method="wB97M-V/def2-TZVPD" de_lowest_kj_mol=361.1 e_tot_ha=-325.80002 multiplicity=1
C -0.0045 -1.3886 0.0495
C -0.4692 -0.6745 1.3845
C -0.7385 0.6540 0.7760
C 0.4182 1.6512 0.9870
C 0.2073 -0.4751 -2.2763
N 0.0284 -0.4399 -0.8152
O 0.2860 -2.6071 -0.0474
H -1.2755 -1.2585 1.8655
H 0.4264 -0.7199 2.0532
H -1.6758 0.9969 0.5086
H 1.4494 1.4007 0.7200
H 0.4834 1.6629 2.0106
H 0.1211 2.6154 0.5724
H 1.2864 -0.5995 -2.4009
H -0.4036 -1.2677 -2.8542
H -0.1395 0.4497 -2.5332



6.
16
Properties=species:S:1:pos:R:3 method="wB97M-V/def2-TZVPD" de_lowest_kj_mol=495.4 e_tot_ha=-325.74886 multiplicity=1
C -0.1186 1.6381 -1.0030
N -0.2025 0.3529 -0.3726
C -1.4365 -0.2097 0.0556
C -0.3910 0.2245 1.0259
C 0.5191 -0.8139 1.5449
O 0.7342 -1.0169 2.7122
C 1.2666 -1.4442 -0.2857
H -0.2195 1.5016 -2.0830
H 0.8578 2.0967 -0.7952
H -0.9062 2.3098 -0.6469
H -2.3289 0.4006 -0.0368
H -1.5714 -1.2776 -0.1295
H -0.5114 1.1217 1.6133
H 2.2357 -1.5478 0.1345
H 0.7100 -2.3612 -0.4197
H 1.3624 -0.9745 -1.3140



7.
16
Properties=species:S:1:pos:R:3 method="wB97M-V/def2-TZVPD" de_lowest_kj_mol=197.2 e_tot_ha=-325.86244 multiplicity=1 smiles="N/C=C/CCC=O"
O -2.9434 -0.9842 -0.9564
C -2.1960 -0.1546 -1.4067
C -0.7448 -0.0977 -1.0033
C -0.4961 0.3971 0.4379
C 0.8602 -0.0505 0.8804
C 1.9615 0.7051 1.0461
N 3.2328 0.1789 1.0766
H -2.7116 0.6760 -1.9089
H -0.1957 0.4910 -1.7436
H -0.2950 -1.0924 -1.0841
H -1.2614 0.0060 1.1180
H -0.4967 1.4831 0.5804
H 1.0420 -1.1196 0.8176
H 1.8629 1.7817 1.1324
H 3.9976 0.6377 0.6421
H 3.4036 -0.8095 1.0873



8.
16
Properties=species:S:1:pos:R:3 method="wB97M-V/def2-TZVPD" de_lowest_kj_mol=342.0 e_tot_ha=-325.80729 multiplicity=1 smiles="C=C(C)C#N.[H][H].C=O"
C 0.5029 1.5276 -0.6816
C 0.2333 0.0729 -1.0101
C -0.9844 -0.4247 -1.2030
C 0.5798 -0.5802 1.8718
O -0.2760 -0.0970 2.5674
C 1.3696 -0.8135 -1.1289
N 2.2839 -1.5200 -1.2293
H -0.2774 1.9108 -0.0144
H 1.4716 1.6606 -0.1909
H 0.5073 2.1242 -1.5986
H -1.8545 0.2261 -1.1435
H -2.4145 -0.5087 0.7050
H -1.1635 -1.4826 -1.3877
H 0.5251 -1.6147 1.4766
H 1.4693 0.0008 1.5549
H -2.1232 -0.4409 1.3841